Here is a structure of composition C41H42I2N3O3SbTeZr from OMol25. Energies are from ωB97M-V/def2-TZVPD.

Output
Energy above the lowest of the compared OMol25 structures with the same formula, charge and spin: 0.0 kcal/mol
Total charge: +2

Geometry (Å):
H (3.426248, -2.318759, -0.399105)
Te (-2.637432, -0.411575, 2.443439)
H (1.469222, 1.772883, 0.160457)
C (-2.324475, 4.025329, 0.104871)
C (0.492992, 0.942034, -4.522557)
H (0.078557, 0.158462, -8.281129)
H (2.702873, 2.369770, -4.433087)
H (0.504569, -3.346384, 2.519059)
H (2.932930, -0.013527, -3.617319)
H (-1.666718, 1.805207, 4.257233)
C (-5.110663, 1.347928, -1.611084)
H (2.992944, 2.015457, 1.010025)
C (-0.357689, -1.764736, 6.595444)
C (-2.511341, -3.377760, 3.924721)
H (-6.047797, 1.674672, -2.042809)
H (5.953280, 3.963548, -2.173106)
H (-1.510909, 1.700682, -7.164987)
C (-0.546987, 1.517097, -5.256757)
H (2.619169, -0.017342, -0.601612)
H (1.936826, 3.382512, 0.646087)
C (-0.827859, -0.073079, 4.905128)
C (3.032480, 2.635434, -1.058418)
O (-0.982353, 2.083236, 0.575511)
H (-1.898197, -2.174793, -2.897303)
C (0.061510, -1.590495, -2.214421)
C (1.751390, -3.161605, -1.457053)
C (2.115011, -2.608319, 4.188996)
C (-2.084805, 2.680648, 0.076550)
C (0.182754, 0.380974, -7.227507)
O (1.868457, -1.375730, 3.460628)
H (-1.243174, 2.194651, -4.773223)
H (-1.261124, -2.716367, 1.117784)
N (-2.702662, 0.474629, -0.516771)
C (-1.548845, -1.019939, 4.169305)
H (-1.226925, -3.689348, 6.230002)
C (4.298186, 3.219589, -1.040648)
H (2.797721, -2.331957, 4.983227)
Sb (0.476445, 1.553749, -2.488204)
C (2.006131, -0.824365, -0.986252)
H (-1.645002, -0.416595, -2.888206)
H (-2.151390, -3.561439, 2.907051)
H (0.320406, 0.257624, 6.678031)
C (-0.693639, 1.365807, 4.481836)
H (-2.487890, -4.324201, 4.461865)
C (-0.231910, -0.475569, 6.101347)
H (2.131378, -4.175086, -1.421809)
C (0.796428, -0.522436, -1.647257)
C (-1.167930, -1.380660, -3.059740)
Zr (-0.673895, 0.168646, 0.508657)
I (-6.170831, 4.548038, -1.839682)
C (-4.796944, 0.011550, -1.568078)
C (4.394878, 3.202853, -3.437414)
H (-3.691013, 5.601704, -0.428456)
H (0.852691, -1.358919, 8.331314)
H (0.886607, -3.045309, 7.802478)
H (-0.229219, 1.952533, 5.271780)
N (-0.333872, -2.375419, 0.869029)
C (-3.584655, -0.384798, -1.006947)
C (2.476433, -2.121662, -0.879570)
H (1.178298, -2.965308, 4.615313)
C (2.535223, -0.613481, -4.432822)
H (2.216806, -1.574817, -4.022571)
C (-1.692532, -2.336352, 4.643316)
H (1.914179, -0.853057, -7.003286)
C (0.252845, -2.163239, 7.910039)
H (-5.475459, -0.734298, -1.955042)
C (1.063036, -1.364349, 2.459802)
H (-0.525966, -2.415249, 8.630960)
C (-3.025107, 1.817242, -0.526344)
C (1.398156, 0.069571, -5.145962)
C (1.217884, -0.190374, -6.503088)
C (2.467668, 2.298324, -2.291993)
H (-3.325514, -1.435470, -0.951622)
H (0.068842, -2.929398, 0.111868)
H (-0.076376, 1.467391, 3.585763)
C (-4.223045, 2.303865, -1.078702)
O (0.866421, -0.272021, 1.857580)
H (0.012356, -3.704764, -2.585034)
H (-0.889311, -1.407389, -4.115737)
I (-0.948090, 5.303919, 0.971351)
H (2.582982, -3.336540, 3.527099)
C (-1.093892, -2.682159, 5.848876)
C (-3.517584, 4.535165, -0.460417)
H (4.749024, 3.469809, -0.087372)
H (3.349578, -0.816649, -5.126984)
H (4.910072, 3.432676, -4.360235)
C (4.975924, 3.501753, -2.213791)
C (3.147402, 2.602983, -3.473369)
H (-3.553442, -3.069982, 3.829847)
C (2.328142, 2.440954, 0.257044)
C (0.555482, -2.896446, -2.108197)
C (-0.706437, 1.241877, -6.606277)
N (0.496845, -2.484190, 1.994384)
C (-4.444779, 3.710930, -1.035741)

Atoms 1-3, force components in eV/Å:
H 0.0 0.0 0.0
Te 0.0 -0.1 0.0
H 0.0 0.0 0.0

Now the Mulliken charges, all in e: 0.557 0.034 -0.033 -0.430 0.161 0.426 0.441 0.361 0.028 0.354 -0.697 0.449 0.531 -1.618 0.244 0.411 0.448 -1.092 -0.076 0.409 0.612 0.504 -0.145 0.635 2.832 -1.004 -1.026 -0.007 -0.706 -0.250 0.461 0.180 1.064 0.629 0.386 -0.719 0.272 1.977 0.933 0.271 0.152 0.343 -1.489 0.427 -1.174 0.420 -1.761 -2.111 0.510 0.165 -1.490 -0.824 0.398 0.391 0.346 0.466 -0.518 -0.558 -0.631 0.391 -1.123 0.234 1.074 0.477 -1.569 0.504 0.330 0.355 0.203 1.237 -0.885 0.522 0.677 0.379 0.043 0.745 0.177 0.503 0.231 0.094 0.408 -1.013 -0.223 0.472 0.592 0.468 -0.774 -0.612 0.378 -0.983 -1.311 -0.746 0.125 -0.255

---

Here is a cluster of 7 separate species, C41H42IN7O14 in total at a distorted geometry from OMol25. Energies are from ωB97M-V/def2-TZVPD.

Output
SMILES: O=[N+]([O-])c1ccccc1.O=[N+]([O-])c1ccccc1.O=[N+]([O-])c1ccccc1.O=[N+]([O-])c1ccccc1.O=[N+]([O-])c1ccccc1.O=[N+]([O-])c1ccccc1.CO[C@H](I)COCCN
Total charge: 0
DFT total energy: -3321.18897 a.u.

Geometry (Å):
N (0.465378, 7.946636, 1.513263)
C (2.859213, -1.007298, -1.497337)
H (-5.202788, 3.355242, -4.390680)
C (2.735354, 5.222226, -0.102622)
H (5.322844, -8.380915, -5.550780)
O (1.362028, 4.803828, 0.209550)
I (4.084516, 2.948933, 1.771304)
C (2.223390, -1.196633, -3.820362)
H (0.368728, -8.148680, 0.256521)
C (3.984896, 0.152466, 4.188273)
H (6.256203, -9.096522, -1.413025)
C (0.383258, 5.885924, 0.028806)
H (2.850732, 6.319046, -0.491748)
C (5.003709, -8.670102, -4.551742)
C (-5.635946, 2.741540, -2.369993)
O (5.108044, 5.510802, 0.652615)
O (1.554457, -2.791310, 6.990758)
C (-5.053802, 3.566265, -3.333880)
H (3.900730, -9.692158, -0.965130)
H (1.545500, 0.622779, -4.755862)
C (-9.594031, 4.854319, 3.974930)
H (2.943525, -2.849490, -2.652415)
H (1.372228, 8.032512, 0.962916)
C (-10.241643, 3.446010, 2.117947)
O (-7.407210, 1.557605, 0.995740)
H (2.647827, 0.973621, -0.621175)
H (3.969983, -2.939124, 6.547679)
C (5.378350, 6.925728, 0.949862)
O (1.541255, -9.981713, -1.599139)
H (6.087560, -2.160912, 5.540754)
H (-3.830549, 5.292184, -3.706773)
O (1.076178, -9.670939, -3.720600)
O (-9.470935, 1.590300, 0.251801)
H (-1.161583, -8.733048, -1.605517)
C (0.572000, -5.252733, -1.521112)
C (0.075022, 6.481126, 1.561469)
C (-5.452258, 3.005105, -1.011540)
H (1.864161, 0.262401, 4.511677)
N (-8.575207, 1.971413, 1.019999)
N (3.381517, -1.619085, -0.269580)
H (0.718105, 5.862685, 2.350862)
C (2.061534, 0.938098, -2.687377)
N (-3.250060, 6.047392, -1.161829)
C (3.269003, -9.368826, -3.022157)
C (-7.937723, 3.452671, 2.905648)
H (6.966559, -8.432277, -3.694416)
C (4.196726, -9.407811, -1.972740)
N (-0.514256, -4.630243, -3.663246)
H (2.099551, -1.794320, -4.720740)
H (-5.911669, 2.359451, -0.266343)
H (3.108664, 4.515932, -0.988329)
C (-8.923388, 2.977736, 2.030225)
C (0.180461, -7.427469, -0.536960)
C (5.928341, -8.700681, -3.506629)
C (2.779449, -0.276176, 4.747340)
C (-0.286146, -5.589896, -2.576276)
H (1.066361, -4.284394, -1.480204)
H (-11.015443, 3.090311, 1.441141)
C (3.960978, -2.072927, 5.889372)
H (-6.909707, 3.101507, 2.845549)
C (-4.675604, 4.093367, -0.608845)
C (-10.572199, 4.385263, 3.096685)
H (6.108760, -0.183395, 4.044241)
H (2.960958, -8.977451, -5.140722)
C (2.535010, 0.356340, -1.509764)
O (0.089766, -3.549088, -3.615273)
H (-6.235814, 1.887340, -2.679352)
H (-1.070723, 6.291725, 1.756771)
C (2.700445, -1.788995, -2.649382)
H (4.000948, 1.017249, 3.528389)
C (-0.679855, -7.757814, -1.585229)
H (1.468691, -5.926855, 0.320934)
H (0.640658, 8.212934, 2.514750)
H (-11.594041, 4.749845, 3.177137)
H (1.813514, 1.997142, -2.708957)
H (-4.539353, 4.283486, 0.453717)
C (5.159916, -1.636605, 5.322064)
H (3.442776, 5.709358, 2.121568)
H (6.416512, 7.193149, 0.447511)
C (-4.277461, 4.659057, -2.943376)
C (3.669305, -9.006274, -4.315635)
H (-1.592723, -7.112485, -3.419464)
H (-0.618778, 5.449695, -0.449857)
H (5.469164, 7.147216, 2.102605)
C (0.801833, -6.177988, -0.500942)
O (-2.761473, 6.762162, -2.049574)
O (0.481391, -1.204847, 5.920649)
C (-0.919656, -6.839828, -2.609529)
H (0.723711, 6.747772, -0.693464)
O (-1.295015, -4.958425, -4.569014)
C (3.789126, 5.080293, 1.177568)
C (-4.086019, 4.915173, -1.578633)
H (-9.857804, 5.582460, 4.740069)
C (5.170435, -0.524775, 4.478069)
C (2.773458, -1.386514, 5.602843)
O (-3.077321, 6.221236, 0.053070)
H (4.566868, 7.642145, 0.479720)
C (1.909689, 0.163465, -3.838475)
O (3.688202, -2.819305, -0.307746)
C (5.529056, -9.072259, -2.221675)
C (-8.279694, 4.394073, 3.878524)
N (1.862552, -9.698651, -2.762189)
O (3.489689, -0.898599, 0.733864)
N (1.513493, -1.826535, 6.213860)
H (-7.522369, 4.766631, 4.564750)

Atoms 1-3, force components in eV/Å:
N 0.7 -1.1 1.0
C -0.3 0.4 -0.9
H 0.1 0.1 0.2

Mulliken atomic charge list, values in e, 99 entries: -0.661 -0.054 0.376 -0.364 0.369 -0.325 0.098 -0.461 0.380 0.428 0.373 -0.104 0.271 -0.476 -0.570 -0.252 -0.589 -0.388 0.424 0.365 -0.378 0.468 0.233 -0.356 -0.636 0.382 0.428 -0.585 -0.587 0.374 0.437 -0.584 -0.586 0.381 -0.234 -0.097 -0.310 0.434 1.017 0.987 0.232 -0.394 0.919 0.107 -0.219 0.368 -0.248 0.935 0.373 0.552 0.208 0.102 -0.373 -0.369 -0.539 -0.004 0.530 0.421 -0.351 0.433 -0.439 -0.422 0.379 0.433 -0.207 -0.574 0.406 0.221 -0.192 -0.286 -0.508 0.434 0.262 0.362 0.407 0.439 -0.372 0.416 0.241 -0.415 -0.315 0.437 -0.199 0.251 -0.552 -0.577 -0.585 -0.278 0.332 -0.590 -0.290 0.128 0.363 -0.475 0.085 -0.539 0.222 -0.522 -0.595

---

Here is a structure of composition C41H42NO8PS2Ti at a distorted geometry from OMol25. Energies are from ωB97M-V/def2-TZVPD.

Output
Energy above the lowest of the compared OMol25 structures with the same formula, charge and spin: 6.8 kcal/mol
Total charge: 0

Geometry (Å):
H (-3.420366, -0.255713, -1.728501)
P (-2.068578, 0.856785, 0.488739)
H (-2.272370, -5.023682, 0.416836)
C (2.095693, -2.025038, 2.509201)
H (-4.830344, -2.386786, 0.304866)
C (-1.732341, 2.229359, 1.713481)
H (0.658518, -3.029934, -1.189568)
C (1.415943, 0.676076, -5.260611)
O (-1.066389, 1.569898, 3.917082)
O (1.274246, -3.523884, 0.859387)
H (-0.046912, 0.905617, -8.348983)
H (4.281350, 5.855522, 0.755265)
C (3.523136, 2.193666, -0.105402)
C (4.825153, 2.568277, 0.185214)
H (-1.861088, -1.246005, -4.585236)
C (2.764228, 4.435705, 0.237296)
C (-2.872028, -2.966846, 0.320288)
O (0.266872, -1.540741, 0.991527)
H (0.942970, 2.161816, -7.595956)
C (-3.281952, 0.792822, -1.975456)
C (0.649194, -2.605474, -2.194057)
H (4.144577, -0.053348, 6.390224)
O (2.387274, 0.261885, 0.618786)
H (-4.176879, 0.627889, -3.916665)
C (4.109700, -2.556335, 1.034672)
H (-1.177890, 3.025548, 1.220473)
H (-6.964294, 0.443443, 1.367754)
H (1.650799, -2.305192, -2.501659)
O (-2.445372, -1.975986, -0.249923)
H (-4.542784, -3.890942, 1.101649)
O (0.264078, 1.016113, 2.196561)
C (3.144788, 0.782845, -0.394255)
C (3.485816, -2.031508, 2.304391)
C (0.780072, 1.084748, -7.663353)
H (5.372752, -1.476562, 3.127211)
C (-4.869432, 0.611164, 0.940670)
C (3.777172, -0.965680, 4.468834)
C (-3.582282, 0.245718, 1.317366)
H (-2.633308, 2.600051, 2.189147)
H (3.650254, -3.491443, 0.727755)
S (-0.382415, -1.161690, -2.171535)
C (-2.476174, 2.975561, -1.359837)
C (-0.001165, -0.537145, -3.781229)
H (6.113866, 4.188219, 0.747421)
H (-3.784264, 3.006183, -4.489209)
H (-6.638920, -1.033026, 3.325701)
C (-4.495286, -1.017876, 3.164904)
H (5.171424, 0.549170, 5.085345)
H (1.884235, 0.318612, -3.190057)
C (-2.868156, 3.460549, -2.603180)
H (1.961024, 5.163097, 0.253907)
C (-5.781810, -0.670199, 2.771096)
H (3.985576, -1.845211, 0.212032)
H (5.485554, -1.038140, 5.783691)
C (1.177415, 0.164456, -3.997937)
H (-2.400682, -0.846502, 2.745144)
C (2.409318, -1.022350, 4.666641)
C (4.069126, 4.819431, 0.517683)
H (-0.258778, -0.746442, 4.545054)
C (-3.403612, -0.568557, 2.437561)
C (4.693364, -0.344388, 5.493997)
H (1.982448, -0.642836, 5.591095)
C (4.297582, -1.495087, 3.288241)
C (-5.965048, 0.148178, 1.664439)
O (0.382444, -0.169535, -1.275175)
H (-2.682820, 4.498478, -2.852190)
C (-3.693968, 1.286323, -3.203970)
Ti (0.615590, 0.251111, 0.585528)
H (5.177256, -2.718898, 1.181865)
C (-1.977317, -4.061526, 0.842041)
H (-4.342716, -1.635465, 4.042011)
H (-0.939760, -3.852709, 0.589296)
C (-2.679416, 1.639107, -1.035355)
N (-4.203100, -3.142740, 0.525767)
C (-0.935348, -0.715714, -4.786293)
C (-3.480350, 2.622732, -3.522589)
H (-0.531888, -1.789730, 3.143963)
C (5.101806, 3.889575, 0.506092)
H (-0.077629, -2.500809, 4.690906)
S (0.814287, 2.594586, -0.447998)
C (-0.818275, 1.599552, 2.744726)
H (5.616266, 1.826968, 0.167955)
C (0.081717, -1.644939, 4.030024)
C (2.466224, 3.107043, -0.058731)
H (1.681248, 0.644399, -8.093605)
C (-0.673880, -0.200784, -6.049562)
H (-1.398770, -0.334757, -6.844262)
O (3.433296, 0.163208, -1.375136)
H (2.330342, 1.229783, -5.443457)
H (-5.024112, 1.260485, 0.088288)
H (-2.074098, -4.128017, 1.929512)
C (1.551476, -1.541343, 3.698750)
H (0.198025, -3.300092, -2.904482)
C (1.188913, -2.442971, 1.388935)
H (-1.998908, 3.645571, -0.658088)
C (0.498892, 0.503296, -6.300777)

Atoms 1-3, force components in eV/Å:
H 0.0 0.0 0.0
P -0.3 1.0 0.5
H 0.0 0.0 0.1

Now the Mulliken charges, all in e: 0.342 1.132 0.436 0.731 0.210 -0.717 0.295 -0.944 -0.643 -0.644 0.352 0.390 0.039 -0.552 0.436 -0.691 0.323 1.661 0.339 -0.140 -1.116 0.343 0.037 0.441 -1.662 0.662 0.429 0.415 0.009 0.219 0.034 -0.038 1.375 -1.482 0.387 -0.752 0.705 0.633 0.510 0.313 1.056 -0.558 0.225 0.407 0.398 0.397 -0.708 0.313 0.351 -0.728 0.426 -0.731 0.151 0.361 -0.399 0.295 -1.082 -0.580 0.321 -0.734 -1.565 0.332 -0.821 -0.605 -0.067 0.427 -0.648 -0.007 0.462 -1.141 0.474 -0.002 0.319 -0.319 -0.706 -0.644 -0.598 -0.662 0.560 -0.332 -0.003 0.485 -1.039 0.904 0.330 -0.924 0.309 -0.648 0.441 0.392 0.360 0.882 0.473 -0.883 0.350 1.112

---

Which of these has the highest total charge?
C41H42I2N3O3SbTeZr

---

Among the records above, which one has the highest total charge?
C41H42I2N3O3SbTeZr

---

Which of these has the highest total charge?
C41H42I2N3O3SbTeZr

---

Which of these has the highest total charge?
C41H42I2N3O3SbTeZr